1.
{"formula": "C20H15CdN6O2", "method": "ωB97M-V with the def2-TZVPD basis set", "symbols": ["Cd", "C", "C", "N", "C", "C", "N", "C", "C", "C", "C", "C", "N", "C", "C", "N", "C", "C", "N", "C", "C", "C", "N", "C", "C", "H", "H", "H", "H", "H", "H", "H", "H", "H", "H", "H", "H", "C", "O", "C", "O", "H", "H", "H"], "xyz": [[2.633671, 1.194353, -1.455818], [4.466487, -2.102595, 1.411967], [4.307870, -1.023187, 0.545886], [3.139245, -0.406435, 0.428804], [2.116781, -0.818734, 1.190155], [2.339379, -1.831333, 2.134814], [3.487919, -2.473703, 2.214744], [0.796721, -0.188930, 0.968486], [-0.331947, -0.592008, 1.676943], [-1.557861, 0.023076, 1.429264], [-1.599451, 1.018940, 0.455004], [-0.434949, 1.361494, -0.228890], [0.731374, 0.771351, 0.042372], [-0.442325, 2.377560, -1.304606], [-1.617384, 2.948768, -1.815767], [-1.608037, 3.753160, -2.858723], [-0.444456, 4.048292, -3.407281], [0.742208, 3.580409, -2.855387], [0.736238, 2.745131, -1.824289], [-2.772439, -0.378071, 2.150442], [-3.020691, -1.716417, 2.461259], [-4.185341, -2.030163, 3.145563], [-5.070526, -1.128535, 3.521533], [-4.840521, 0.139411, 3.231844], [-3.715000, 0.569460, 2.545699], [5.384567, -2.671245, 1.460452], [5.129175, -0.652304, -0.056596], [1.594543, -2.140860, 2.851112], [-0.273282, -1.362968, 2.424039], [-2.533409, 1.503023, 0.229668], [-2.594149, 2.766529, -1.390532], [-0.461065, 4.676162, -4.286542], [1.705190, 3.892269, -3.235967], [-2.341455, -2.495890, 2.153021], [-4.413418, -3.054492, 3.408875], [-5.592050, 0.840374, 3.566800], [-3.561772, 1.620840, 2.354527], [2.123416, -2.556236, -3.348178], [2.620409, -1.401756, -2.640594], [2.097754, -0.234438, -2.965791], [1.240493, -0.061230, -3.791632], [2.589486, -3.419313, -2.881624], [2.390881, -2.492770, -4.403053], [1.037720, -2.596988, -3.252005]], "forces_ev_per_a": [[-0.901, -0.202, 0.702], [0.074, 0.253, -0.272], [0.101, -0.134, 0.068], [-0.043, 0.289, -0.005], [0.530, -0.252, 0.134], [-0.213, 0.359, -0.324], [0.112, -0.270, 0.239], [-0.549, 0.188, 0.104], [0.046, 0.229, -0.233], [0.396, 0.129, -0.349], [0.359, -0.082, 0.030], [-0.221, -0.268, 0.490], [0.162, 0.080, -0.088], [-0.044, 0.419, -0.400], [0.309, -0.302, 0.331], [-0.265, 0.161, -0.240], [0.261, 0.037, 0.091], [-0.082, 0.104, -0.062], [0.150, -0.147, 0.113], [-0.437, -0.210, 0.293], [0.019, 0.351, -0.050], [0.334, -0.273, -0.117], [-0.486, -0.062, 0.301], [0.098, 0.247, -0.122], [0.119, -0.162, -0.015], [0.113, 0.093, -0.019], [-0.041, -0.109, -0.013], [-0.215, 0.031, -0.045], [0.023, -0.108, 0.103], [-0.116, 0.018, -0.034], [0.034, -0.177, 0.080], [0.113, 0.069, -0.023], [0.002, -0.053, -0.117], [0.066, -0.103, -0.016], [0.037, -0.099, -0.048], [-0.014, 0.148, -0.007], [-0.007, 0.102, -0.002], [-0.235, -0.082, -0.187], [0.477, -0.835, 0.164], [-0.280, 0.800, -0.523], [0.152, -0.152, 0.057], [-0.003, 0.062, -0.023], [-0.024, -0.014, 0.084], [0.091, -0.072, -0.052]], "lowdin_charge": [1.360, -0.085, -0.098, 0.034, -0.187, -0.047, 0.108, -0.193, 0.069, -0.121, 0.071, -0.191, 0.077, -0.188, -0.044, 0.112, -0.081, -0.097, 0.026, -0.177, -0.002, -0.124, 0.076, -0.121, -0.003, 0.119, 0.113, 0.117, 0.113, 0.113, 0.118, 0.120, 0.112, 0.114, 0.114, 0.114, 0.115, -0.042, -0.175, -0.627, -0.001, 0.092, 0.099, 0.094], "charge": 1, "e_lumo_ev": -4.285, "e_homo_ev": -11.72, "max_force_ev_per_a": 1.16, "multiplicity": 1, "energy_ev": -38576.80280}



2.
{"formula": "C6H9N", "method": "ωB97M-V with the def2-TZVPD basis set", "symbols": ["C", "C", "C", "C", "C", "C", "H", "H", "H", "H", "H", "H", "H", "H", "H", "N"], "xyz": [[-1.818937, 0.776937, 0.118216], [-0.394182, 0.306375, -0.041395], [0.161303, -0.851865, 0.914223], [1.500827, -0.294213, 0.395311], [1.269729, -0.694533, -1.160185], [0.097038, -0.161352, -1.471356], [-2.454065, -0.005395, -0.657086], [-1.797781, 1.823233, -0.288005], [-2.043813, 0.558735, 1.213398], [-0.206246, -1.965270, 0.732776], [0.041544, -0.690322, 1.966769], [2.518859, -0.538158, 0.882949], [0.676618, 1.305905, 1.447259], [2.018163, -0.704216, -1.985322], [-0.375824, 0.110058, -2.477082], [0.806766, 1.024080, 0.409531]], "forces_ev_per_a": [[-0.108, -1.863, -1.466], [-0.125, -2.504, 0.101], [-1.320, -3.238, -1.442], [-0.278, -2.224, -1.254], [1.908, 2.061, -0.968], [-1.093, 0.500, 0.950], [1.430, 2.496, 2.472], [-0.917, -0.787, 0.804], [-0.514, 0.996, -1.561], [0.998, 1.986, 0.048], [-0.333, 0.626, 0.605], [-1.756, 0.865, -0.843], [0.208, -0.527, -2.037], [-0.120, -0.866, 1.089], [0.735, -0.684, 1.734], [1.285, 3.163, 1.769]], "lowdin_charge": [-0.045, -0.538, -0.125, -0.244, -0.065, -0.043, 0.150, 0.084, 0.087, 0.136, 0.081, 0.153, 0.137, 0.101, 0.130, 0.002], "charge": 0, "relative_energy_kcal_mol": 101.8, "e_lumo_ev": 1.058, "e_homo_ev": -8.71, "max_force_ev_per_a": 3.84, "multiplicity": 1, "energy_ev": -7853.74546}



3.
{"formula": "C21H51NO9", "method": "ωB97M-V with the def2-TZVPD basis set", "symbols": ["C", "C", "C", "N", "C", "C", "C", "C", "O", "O", "H", "H", "H", "H", "H", "H", "H", "H", "H", "C", "C", "O", "H", "H", "H", "H", "H", "H", "C", "C", "O", "H", "H", "H", "H", "H", "H", "C", "C", "O", "H", "H", "H", "H", "H", "H", "C", "C", "O", "H", "H", "H", "H", "H", "H", "C", "C", "O", "H", "H", "H", "H", "H", "H", "C", "C", "O", "H", "H", "H", "H", "H", "H", "C", "C", "O", "H", "H", "H", "H", "H", "H"], "xyz": [[1.445151, -5.188540, 0.478342], [1.489921, -4.204247, -0.204512], [1.554297, -2.973534, -1.015017], [1.712217, -1.825822, -0.122020], [1.158456, -0.549004, -0.660359], [1.199466, -0.323676, -2.159647], [2.283620, 0.107874, -2.890178], [3.014895, -1.710182, 0.365461], [4.039905, -1.976639, -0.208688], [3.003964, -1.251086, 1.633257], [1.467265, -5.919473, 1.250727], [2.413645, -3.085951, -1.682231], [0.621909, -2.904906, -1.572649], [0.127921, -0.429182, -0.327932], [1.736821, 0.255550, -0.212844], [0.276439, -0.494459, -2.714529], [3.157869, -0.525615, -3.030329], [2.250058, 1.078772, -3.379764], [3.920045, -1.112662, 1.910421], [-2.449468, 2.643687, -4.011330], [-1.673943, 1.527974, -4.680886], [-1.495699, 0.405758, -3.810047], [-1.936571, 2.969190, -3.104399], [-2.562994, 3.500045, -4.677413], [-3.444402, 2.298310, -3.717295], [-0.674609, 1.863625, -4.954468], [-2.188701, 1.199795, -5.589676], [-2.376534, 0.098974, -3.566308], [0.322790, -1.332194, 5.207509], [-0.574964, -1.399283, 3.986078], [0.023761, -0.772286, 2.858142], [0.553654, -0.295294, 5.453796], [-0.147103, -1.798858, 6.074093], [1.271618, -1.839127, 5.016035], [-1.513584, -0.877427, 4.170750], [-0.806500, -2.442343, 3.741595], [0.852489, -1.229813, 2.673749], [-1.986464, 7.802345, -4.217742], [-1.945766, 6.290099, -4.109672], [-2.587134, 5.662480, -5.218873], [-3.017888, 8.150193, -4.279489], [-1.509244, 8.269714, -3.355544], [-1.471912, 8.139139, -5.120797], [-2.474417, 5.954614, -3.218730], [-0.909698, 5.940634, -4.044498], [-2.127195, 5.936251, -6.018676], [-0.622319, -2.863290, -5.555012], [-1.970146, -3.215357, -4.951778], [-2.040260, -2.811370, -3.581511], [0.183112, -3.339730, -4.993238], [-0.561709, -3.185619, -6.596137], [-0.455623, -1.784308, -5.514770], [-2.129715, -4.293002, -4.971587], [-2.775798, -2.739609, -5.513910], [-1.914247, -1.858323, -3.567716], [4.117866, 0.064205, 6.443614], [3.301488, 0.168202, 7.718968], [2.456208, -0.965100, 7.890586], [3.457869, -0.027401, 5.579766], [4.753442, 0.940882, 6.309299], [4.754898, -0.823227, 6.466506], [2.652484, 1.043196, 7.688425], [3.960729, 0.257291, 8.589536], [3.015650, -1.746665, 7.931333], [2.815948, 0.952112, 11.396660], [3.862198, 1.923810, 11.907620], [4.883214, 2.156624, 10.939550], [3.278807, 0.002016, 11.127928], [2.048135, 0.767170, 12.149075], [2.332630, 1.344278, 10.498816], [4.359192, 1.525963, 12.790999], [3.398216, 2.878282, 12.178554], [4.464748, 2.524329, 10.155167], [-6.623464, -2.558073, -7.768688], [-5.377608, -1.707583, -7.608800], [-4.225993, -2.501898, -7.333114], [-6.799719, -3.144968, -6.866948], [-7.500001, -1.937967, -7.961054], [-6.508369, -3.258741, -8.599056], [-5.487121, -1.022274, -6.769387], [-5.202107, -1.115595, -8.513275], [-4.102760, -3.107853, -8.070420]], "forces_ev_per_a": [[0.171, 0.357, 0.369], [-0.064, 0.005, -0.091], [0.189, -0.756, 0.438], [-0.183, 0.000, -0.296], [0.598, -1.292, -0.004], [0.466, 0.029, -0.639], [-0.586, -0.573, 0.451], [0.247, 0.047, -0.018], [-0.099, -0.277, 0.064], [-0.183, 0.311, 0.175], [-0.095, -0.241, -0.242], [-0.192, 0.232, -0.295], [0.071, 0.286, -0.125], [-0.043, -0.135, -0.039], [-0.096, 0.024, 0.095], [-0.541, 1.854, 0.566], [0.938, 0.959, 1.530], [-0.601, -0.861, -1.653], [0.043, -0.025, -0.121], [0.039, -0.056, 0.076], [-0.213, -0.010, 0.042], [-0.159, -0.125, -0.085], [0.032, 0.009, -0.022], [-0.023, -0.083, 0.055], [-0.020, 0.007, -0.058], [0.037, -0.085, 0.011], [0.083, 0.050, -0.066], [-0.048, 0.184, 0.074], [-0.010, 0.073, -0.051], [0.244, -0.100, -0.067], [-0.062, 0.059, 0.050], [-0.041, 0.003, 0.036], [0.035, -0.006, 0.013], [-0.027, -0.065, 0.031], [-0.011, 0.013, -0.055], [-0.099, 0.003, 0.071], [0.028, 0.050, -0.152], [-0.092, -0.005, -0.037], [0.119, 0.091, -0.202], [-0.040, 0.106, 0.021], [-0.005, -0.007, 0.047], [0.017, 0.001, -0.011], [0.065, 0.004, 0.038], [-0.022, -0.065, -0.030], [-0.005, 0.001, 0.121], [-0.032, 0.010, -0.014], [0.047, -0.035, 0.057], [0.121, 0.309, 0.007], [-0.041, -0.171, 0.081], [-0.009, -0.043, -0.026], [-0.002, 0.017, -0.005], [-0.038, 0.007, -0.050], [-0.039, 0.000, 0.107], [0.015, -0.119, -0.063], [0.181, 0.009, -0.036], [-0.077, 0.005, -0.060], [0.230, -0.303, 0.000], [-0.135, 0.126, 0.013], [-0.015, 0.049, 0.006], [0.020, -0.016, 0.006], [0.057, 0.042, 0.041], [-0.079, -0.052, 0.026], [0.023, 0.165, -0.032], [-0.014, -0.009, 0.007], [0.070, -0.034, -0.029], [-0.111, 0.097, -0.227], [0.054, -0.081, 0.082], [-0.010, -0.017, 0.041], [-0.014, 0.014, -0.013], [-0.068, 0.012, 0.041], [0.071, 0.027, -0.020], [-0.029, -0.044, 0.117], [0.017, 0.009, -0.005], [0.026, -0.054, 0.076], [0.015, -0.180, -0.200], [-0.084, 0.107, 0.017], [-0.015, 0.038, 0.022], [0.002, -0.004, -0.020], [-0.027, 0.051, -0.047], [0.068, -0.002, 0.018], [-0.063, 0.094, 0.046], [0.024, -0.018, 0.019]], "lowdin_charge": [0.110, -0.100, -0.172, -0.057, -0.128, -0.148, 0.023, -0.578, 0.120, 0.118, 0.022, 0.125, 0.126, 0.120, 0.121, 0.070, 0.058, 0.048, 0.130, -0.083, -0.293, -0.113, 0.080, 0.052, 0.079, 0.114, 0.112, 0.081, -0.099, -0.322, -0.092, 0.072, 0.075, 0.069, 0.109, 0.109, 0.048, -0.092, -0.326, -0.102, 0.076, 0.075, 0.072, 0.112, 0.111, 0.085, -0.083, -0.305, -0.089, 0.072, 0.071, 0.064, 0.112, 0.082, 0.032, -0.086, -0.330, -0.088, 0.066, 0.074, 0.075, 0.111, 0.095, 0.083, -0.095, -0.320, -0.088, 0.074, 0.075, 0.068, 0.110, 0.108, 0.073, -0.093, -0.317, -0.095, 0.076, 0.074, 0.072, 0.111, 0.108, 0.084], "charge": 0, "e_lumo_ev": 0.223, "e_homo_ev": -7.79, "max_force_ev_per_a": 2.04, "multiplicity": 1, "energy_ev": -42514.88123}



4.
{"formula": "C5H8O", "method": "ωB97M-V with the def2-TZVPD basis set", "symbols": ["C", "C", "C", "C", "O", "C", "H", "H", "H", "H", "H", "H", "H", "H"], "xyz": [[-1.078609, 0.672800, 2.089949], [-0.549293, 1.037338, 0.785060], [0.014180, 1.159346, -0.272308], [0.843677, 0.766432, -1.411500], [1.375667, -0.525860, -1.214322], [0.434605, -1.532299, -0.914207], [-1.017852, 1.480450, 2.821981], [-2.112642, 0.319478, 2.036420], [-0.454921, -0.156266, 2.450219], [1.707877, 1.423809, -1.514083], [0.270365, 0.814829, -2.344915], [0.730240, -2.426371, -1.466897], [0.423720, -1.777221, 0.155578], [-0.587013, -1.256468, -1.200974]], "forces_ev_per_a": [[-0.063, -0.137, 0.249], [0.257, 0.070, -0.400], [-0.205, -0.265, 0.656], [0.038, 0.242, -0.157], [0.225, -0.030, -0.115], [-0.202, -0.304, -0.033], [-0.019, -0.013, -0.114], [0.121, 0.112, -0.016], [-0.210, 0.157, 0.093], [-0.072, 0.023, -0.038], [-0.027, -0.033, 0.000], [-0.040, 0.024, 0.042], [0.046, 0.154, -0.104], [0.150, -0.001, -0.062]], "lowdin_charge": [-0.100, -0.087, -0.017, -0.242, -0.180, -0.116, 0.075, 0.078, 0.084, 0.122, 0.121, 0.086, 0.085, 0.092], "charge": 0, "relative_energy_kcal_mol": 62.5, "e_lumo_ev": 0.963, "e_homo_ev": -9.57, "max_force_ev_per_a": 0.74, "multiplicity": 1, "energy_ev": -7359.54305}